{
  "formula": "C10H6BaF5N6O4",
  "method": "the ωB97M-V functional and the def2-TZVPD basis",
  "homo_energy_ev": -5.6,
  "total_charge": -1,
  "e_tot_ev": -41883.015,
  "orbital_gap_ev": 8.11,
  "de_lowest_kj_mol": 4.7,
  "symbols": ["Ba", "O", "C", "O", "C", "C", "C", "C", "C", "N", "C", "O", "O", "H", "H", "H", "N", "N", "N", "C", "N", "N", "H", "H", "H", "F", "C", "F", "C", "F", "F", "F"],
  "positions_angstrom": [[0.220534, -0.202654, 0.041061], [-2.918494, -2.806489, -2.254327], [-2.176939, -2.267346, -1.438457], [-1.256436, -1.409769, -1.648079], [-2.361347, -2.662783, 0.038285], [-3.368105, -3.517703, 0.462614], [-3.452295, -3.816110, 1.812058], [-2.536704, -3.271758, 2.696480], [-1.560889, -2.425429, 2.191262], [-1.498817, -2.137079, 0.899229], [-0.489183, -1.770076, 3.081552], [-0.480118, -2.076876, 4.269370], [0.283297, -0.966621, 2.461972], [-4.049580, -3.921249, -0.272422], [-4.229901, -4.478313, 2.174597], [-2.545195, -3.475446, 3.757831], [4.185813, 3.025561, -0.836430], [3.585427, 1.949190, -1.473397], [3.496545, 1.866689, -2.777112], [2.873788, 0.701829, -2.914026], [2.637569, 0.114409, -1.737565], [3.095305, 0.941669, -0.820218], [3.978057, 2.887895, 0.149185], [3.664004, 3.849757, -1.128095], [2.598518, 0.286050, -3.866668], [-0.597479, 2.786919, 0.911210], [0.190481, 2.662508, -0.260964], [-0.806553, 2.480249, -1.257672], [0.713961, 4.063282, -0.500046], [1.400128, 4.123113, -1.674241], [1.601699, 4.413771, 0.468040], [-0.197092, 5.052810, -0.555028]],
  "forces_ev_per_angstrom": [[0.0692, 0.2266, -0.0814], [0.0125, 0.0062, -0.0258], [-0.0147, 0.0054, 0.0102], [-0.0866, -0.1098, 0.0375], [-0.0954, -0.0350, -0.0969], [0.0147, 0.0140, -0.1791], [-0.0962, -0.0990, 0.0611], [0.1258, 0.0553, 0.0997], [0.0350, -0.0326, 0.2435], [0.0705, 0.1182, -0.1442], [-0.0446, -0.0074, -0.0338], [0.0115, 0.0065, -0.0024], [0.0097, -0.0607, 0.1017], [-0.0014, -0.0017, -0.0058], [-0.0080, -0.0001, -0.0010], [-0.0120, -0.0064, -0.0033], [-0.1080, 0.0455, 0.0575], [0.0211, 0.0257, -0.0562], [-0.0280, 0.0046, 0.0304], [0.0592, 0.0567, -0.0531], [-0.0656, -0.1077, 0.0816], [0.0287, -0.0417, -0.0302], [0.0461, -0.0025, 0.0274], [0.0034, -0.0248, -0.0344], [-0.0150, -0.0093, 0.0130], [0.0658, 0.0267, 0.0571], [0.0315, -0.0776, 0.0144], [0.1021, 0.0686, -0.0711], [-0.0221, 0.0512, -0.0194], [-0.0162, -0.0576, 0.0385], [-0.0961, -0.0552, -0.0688], [0.0029, 0.0180, 0.0331]]
}